# 1
DFT (ωB97M-V with the def2-TZVPD basis set) results for a single C6H14O2 molecule.

E   -10543.3724 eV
ΔE to the lowest compared entry with this formula, charge and spin   120.0 kJ/mol
SMILES   COCC(C)(C)CO
Net charge   0
E_HOMO   -9.841 eV
HOMO-LUMO gap   10.66 eV

Last columns: bonded neighbours and bond lengths (Å).
Positions of all 22 atoms, in Å:
1 C 0.57 -0.15 -0.04  C2 1.514, C3 1.597, C5 1.528, C6 1.521
2 C -0.94 -0.27 -0.06  C1 1.514, O7 1.463, H10 1.100, H11 1.100
3 C 1.06 -1.57 -0.59  C1 1.597, O8 1.402, H12 1.101, H13 1.092
4 C -2.86 1.11 0.27  O7 1.398, H14 1.099, H15 1.090, H16 1.101
5 C 1.08 0.06 1.39  C1 1.528, H17 1.089, H18 1.087, H22 1.089
6 C 1.06 0.96 -0.96  C1 1.521, H19 1.088, H20 1.087, H21 1.087
7 O -1.47 1.00 0.43  C2 1.463, C4 1.398
8 O 2.44 -1.65 -0.81  C3 1.402, H9 0.964
9 H 2.88 -1.43 0.02  O8 0.964
10 H -1.29 -1.06 0.60  C2 1.100
11 H -1.30 -0.45 -1.08  C2 1.100
12 H 0.75 -2.34 0.13  C3 1.101
13 H 0.61 -1.82 -1.56  C3 1.092
14 H -3.14 1.18 -0.80  C4 1.099
15 H -3.20 2.02 0.76  C4 1.090
16 H -3.38 0.25 0.69  C4 1.101
17 H 2.15 0.22 1.40  C5 1.089
18 H 0.58 0.93 1.81  C5 1.087
19 H 0.53 1.00 -1.91  C6 1.088
20 H 0.93 1.94 -0.49  C6 1.087
21 H 2.11 0.85 -1.21  C6 1.087
22 H 0.84 -0.80 2.01  C5 1.089

***

# 2
DFT (ωB97M-V with the def2-TZVPD basis set) results for 3 unconnected molecules or ions with the total composition C6H14O2.

E   -10542.0386 eV
ΔE to the lowest compared entry with this formula, charge and spin   248.7 kJ/mol
SMILES   C=CCC(=C)C.O.O
Net charge   0
E_HOMO   -9.065 eV
HOMO-LUMO gap   9.78 eV

Last columns: bonded neighbours and bond lengths (Å).
Positions of all 22 atoms, in Å:
1 C -1.38 -3.23 2.35  C2 1.517, H7 1.096, H8 1.108, H9 1.100
2 C -1.52 -2.11 1.34  C1 1.517, C3 1.337, C4 1.500
3 C -2.59 -2.20 0.54  C2 1.337, H10 1.071, H11 1.093
4 C -0.51 -1.00 1.33  C2 1.500, C5 1.509, H12 1.095, H13 1.117
5 C -0.81 0.32 0.67  C4 1.509, C6 1.317, H14 1.087
6 C -0.01 0.91 -0.19  C5 1.317, H15 1.088, H16 1.085
7 H -0.65 -3.06 3.15  C1 1.096
8 H -1.04 -4.13 1.81  C1 1.108
9 H -2.34 -3.44 2.84  C1 1.100
10 H -3.40 -2.87 0.73  C3 1.071
11 H -2.70 -1.75 -0.44  C3 1.093
12 H -0.21 -0.82 2.37  C4 1.095
13 H 0.44 -1.35 0.85  C4 1.117
14 H -1.86 0.59 0.71  C5 1.087
15 H 0.89 0.49 -0.63  C6 1.088
16 H -0.28 1.76 -0.81  C6 1.085
17 H 2.32 3.66 -0.63  O19 0.962
18 H 2.71 5.06 -0.76  O19 0.979
19 O 2.81 4.21 -1.24  H17 0.962, H18 0.979
20 H 3.17 2.90 -5.41  O22 0.969
21 H 3.55 3.45 -4.09  O22 0.960
22 O 3.40 2.60 -4.52  H20 0.969, H21 0.960

***

# 3
DFT (ωB97M-V with the def2-TZVPD basis set) results for a single C6H14O2 molecule.

E   -10543.3000 eV
ΔE to the lowest compared entry with this formula, charge and spin   127.0 kJ/mol
SMILES   C[C@@H](O)CC(C)(C)O
Net charge   0
E_HOMO   -9.833 eV
HOMO-LUMO gap   10.57 eV

Last columns: bonded neighbours and bond lengths (Å).
Positions of all 22 atoms, in Å:
1 C 0.77 0.17 0.80  C3 1.670, C4 1.531, C5 1.533, O7 1.405
2 C -1.14 -0.17 -1.21  C3 1.538, C6 1.519, O8 1.429, H11 1.101
3 C -0.73 0.45 0.14  C1 1.670, C2 1.538, H12 1.095, H13 1.093
4 C 1.91 -0.33 -0.10  C1 1.531, H15 1.086, H16 1.087, H17 1.089
5 C 1.17 1.50 1.45  C1 1.533, H14 1.088, H18 1.087, H19 1.090
6 C -1.30 -1.68 -1.09  C2 1.519, H20 1.087, H21 1.088, H22 1.086
7 O 0.59 -0.84 1.76  C1 1.405, H9 1.021
8 O -2.40 0.32 -1.67  C2 1.429, H10 0.957
9 H -0.29 -0.43 2.08  O7 1.021
10 H -2.36 1.27 -1.78  O8 0.957
11 H -0.38 0.07 -1.96  C2 1.101
12 H -1.52 0.20 0.86  C3 1.095
13 H -0.78 1.53 0.02  C3 1.093
14 H 2.06 1.35 2.05  C5 1.088
15 H 1.68 -0.36 -1.16  C4 1.086
16 H 2.80 0.28 0.03  C4 1.087
17 H 2.19 -1.34 0.18  C4 1.089
18 H 1.38 2.24 0.68  C5 1.087
19 H 0.38 1.88 2.10  C5 1.090
20 H -1.43 -2.12 -2.08  C6 1.087
21 H -2.18 -1.90 -0.50  C6 1.088
22 H -0.42 -2.11 -0.63  C6 1.086

***

# 4
DFT (ωB97M-V with the def2-TZVPD basis set) results for 3 unconnected molecules or ions with the total composition C6H14O2.

E   -10542.2841 eV
ΔE to the lowest compared entry with this formula, charge and spin   225.0 kJ/mol
SMILES   C=CC(=C)CC.O.O
Net charge   0
E_HOMO   -9.559 eV
HOMO-LUMO gap   10.24 eV

Last columns: bonded neighbours and bond lengths (Å).
Positions of all 22 atoms, in Å:
1 C -2.45 0.06 -0.43  C2 1.529, H7 1.089, H8 1.091, H9 1.092
2 C -1.07 0.44 0.11  C1 1.529, C3 1.502, H10 1.092, H11 1.072
3 C -0.25 -0.67 0.71  C2 1.502, C4 1.323, C6 1.494
4 C -0.08 -0.75 2.02  C3 1.323, H12 1.088, H13 1.079
5 C 1.32 -1.18 -1.12  C6 1.323, H14 1.084, H15 1.070
6 C 0.49 -1.62 -0.18  C3 1.494, C5 1.323, H16 1.085
7 H -3.03 0.97 -0.52  C1 1.089
8 H -3.01 -0.60 0.24  C1 1.091
9 H -2.44 -0.38 -1.43  C1 1.092
10 H -1.25 1.20 0.86  C2 1.092
11 H -0.57 0.95 -0.70  C2 1.072
12 H 0.61 -1.52 2.37  C4 1.088
13 H -0.60 -0.15 2.74  C4 1.079
14 H 2.14 -1.79 -1.49  C5 1.084
15 H 1.32 -0.14 -1.37  C5 1.070
16 H 0.36 -2.65 0.12  C6 1.085
17 H 1.96 1.15 1.09  O19 0.957
18 H 2.06 0.66 2.58  O19 0.962
19 O 2.42 1.28 1.92  H17 0.957, H18 0.962
20 H 1.16 1.08 -2.88  O22 0.966
21 H 0.31 1.79 -1.86  O22 0.962
22 O 0.61 1.87 -2.77  H20 0.966, H21 0.962

***

# 5
DFT (ωB97M-V with the def2-TZVPD basis set) results for 2 unconnected molecules or ions with the total composition C6H14O2.

E   -10543.2170 eV
ΔE to the lowest compared entry with this formula, charge and spin   135.0 kJ/mol
SMILES   C1CCOC1.CCO
Net charge   0
E_HOMO   -9.602 eV
HOMO-LUMO gap   10.46 eV

Last columns: bonded neighbours and bond lengths (Å).
Positions of all 22 atoms, in Å:
1 O 0.00 -1.30 -1.32  C2 1.435, C3 1.435
2 C 1.24 -0.67 -1.67  O1 1.435, C4 1.524, H6 1.107, H7 1.107
3 C 0.27 -2.60 -0.78  O1 1.435, C5 1.524, H8 1.107, H9 1.107
4 C 2.34 -1.50 -1.03  C2 1.524, C5 1.528, H10 1.107, H11 1.107
5 C 1.73 -2.90 -1.09  C3 1.524, C4 1.528, H12 1.107, H13 1.107
6 H 1.34 -0.65 -2.77  C2 1.107
7 H 1.21 0.38 -1.32  C2 1.107
8 H 0.09 -2.59 0.31  C3 1.107
9 H -0.44 -3.32 -1.23  C3 1.107
10 H 3.31 -1.41 -1.55  C4 1.107
11 H 2.49 -1.20 0.02  C4 1.107
12 H 2.18 -3.62 -0.39  C5 1.107
13 H 1.83 -3.32 -2.11  C5 1.107
14 O -1.26 1.44 2.30  C16 1.428, H17 0.980
15 C -1.90 3.50 1.14  C16 1.518, H18 1.103, H19 1.103, H20 1.103
16 C -2.24 2.48 2.21  O14 1.428, C15 1.518, H21 1.107, H22 1.107
17 H -1.22 0.99 1.43  O14 0.980
18 H -0.91 3.95 1.34  C15 1.103
19 H -2.66 4.31 1.13  C15 1.103
20 H -1.88 3.04 0.14  C15 1.103
21 H -2.26 2.95 3.21  C16 1.107
22 H -3.24 2.04 2.02  C16 1.107

***

# 6
DFT (ωB97M-V with the def2-TZVPD basis set) results for 3 unconnected molecules or ions with the total composition C6H14O2.

E   -10531.5161 eV
Multiplicity   2
ΔE to the lowest compared entry with this formula, charge and spin   352.3 kJ/mol
Net charge   +1
E_HOMO (spin up / spin down)   -13.444 / -13.444 eV
HOMO-LUMO gap (spin up / spin down)   8.66 / 4.27 eV

Last columns: bonded neighbours and bond lengths (Å).
Positions of all 22 atoms, in Å:
1 C 1.51 1.65 0.57  C2 1.342, C3 1.464, H7 1.134
2 C 2.19 2.50 1.36  C1 1.342, H8 1.079, H9 1.090
3 C 0.63 1.91 -0.57  C1 1.464, C4 1.469, H10 1.167, H11 1.198
4 C -0.32 0.94 -1.12  C3 1.469, C5 1.338, H12 1.050
5 C -1.53 0.80 -0.57  C4 1.338, C6 1.476, H13 0.982
6 C -2.58 -0.06 -1.16  C5 1.476, H14 1.043, H15 1.181, H16 1.080
7 H 1.79 0.56 0.64  C1 1.134
8 H 2.93 2.27 2.11  C2 1.079
9 H 1.92 3.55 1.41  C2 1.090
10 H 1.39 2.08 -1.45  C3 1.167
11 H 0.06 2.96 -0.55  C3 1.198
12 H -0.15 0.41 -2.02  C4 1.050
13 H -1.82 1.31 0.22  C5 0.982
14 H -3.58 0.11 -0.92  C6 1.043
15 H -2.48 -1.18 -0.82  C6 1.181
16 H -2.53 -0.10 -2.24  C6 1.080
17 H 1.31 -4.02 0.89  O19 0.947
18 H 1.02 -5.69 0.97  O19 1.063
19 O 1.70 -4.88 0.88  H17 0.947, H18 1.063
20 H -0.22 -1.00 1.00  O22 1.073
21 H -0.59 -2.15 0.24  O22 0.913
22 O -0.65 -1.97 1.13  H20 1.073, H21 0.913

***

- Which formula does entry 5 have?
  C6H14O2